Molecular formula: C20H41CrN2O7PS2SeSi
Method: DFT, the ωB97M-V functional and the def2-TZVPD basis

Structure (XYZ):
```
76
Properties=species:S:1:pos:R:3:forces:R:3
Cr 0.79032 0.94474 0.37872 -0.2 0.4 0.6
O 2.06366 4.47656 1.80064 0.1 -0.2 0.0
C 1.65842 3.33123 1.87363 0.0 -0.2 -0.3
O 2.01567 2.35181 1.08376 -0.1 0.2 0.2
C 0.70021 2.93042 2.99768 -0.1 -0.1 -0.1
C 1.01677 1.49032 3.41383 -0.3 0.1 0.2
C 0.40498 1.13750 4.76613 -0.1 0.0 -0.1
C -1.10765 1.08864 4.41704 0.1 0.0 0.0
C -1.09166 1.34084 2.90986 0.1 0.1 0.1
O 0.16937 0.74306 2.50095 -0.1 -0.2 -0.2
C -0.81727 2.81701 2.59411 0.2 -0.1 0.0
C -1.19232 3.04337 1.13356 0.1 0.1 -0.2
O -2.08919 3.82744 0.87196 0.1 -0.1 -0.1
O -0.59313 2.30126 0.24558 0.0 -0.3 0.1
H 0.83670 3.63493 3.81347 0.0 0.1 0.0
H 2.05552 1.21187 3.28145 0.1 -0.1 -0.1
H 0.65608 1.87624 5.52676 0.0 0.0 0.0
H 0.76098 0.15995 5.09237 0.0 0.0 0.0
H -1.69000 1.85452 4.93069 0.0 0.0 0.0
H -1.53812 0.11153 4.63066 0.0 0.0 0.0
H -1.91263 0.88756 2.36566 0.1 -0.1 -0.1
H -1.44778 3.48454 3.17107 0.0 0.1 0.1
N 4.50344 0.69224 1.16768 0.0 -0.1 -0.2
C 4.84088 -0.39605 0.22754 0.0 0.0 0.1
C 4.14596 -1.71169 0.58634 0.0 0.1 0.0
C 2.64937 -1.71484 0.30768 0.0 0.0 0.1
N 1.95638 -0.69012 1.13281 0.0 0.3 -0.1
H 3.81996 1.32984 0.76182 0.0 0.0 0.1
H 5.31603 1.26070 1.35726 0.1 0.0 0.0
H 5.91957 -0.56866 0.24614 0.0 0.1 0.0
H 4.56939 -0.12160 -0.79319 0.0 0.0 -0.1
H 4.31074 -1.91146 1.65077 0.1 -0.1 0.0
H 4.60930 -2.52439 0.01821 0.0 0.0 0.0
H 2.22084 -2.69078 0.53557 -0.1 0.0 0.0
H 2.46349 -1.50586 -0.74318 -0.1 0.0 0.0
H 2.65225 -0.23003 1.71804 0.1 0.0 0.0
H 1.28634 -1.14685 1.75313 -0.2 -0.1 -0.1
C -0.19190 2.51090 -3.83805 -0.1 0.1 0.0
Si 1.08225 1.16038 -3.70769 -0.2 -0.3 0.3
C 0.31255 -0.47355 -4.20251 -0.1 -0.1 -0.1
C 2.51936 1.51936 -4.84958 0.2 0.0 -0.1
Se 2.02186 1.09079 -1.65263 0.4 0.3 -0.3
H -0.53285 2.62870 -4.87379 0.0 0.0 0.1
H 0.22687 3.45997 -3.49278 -0.1 0.0 0.0
H -1.05378 2.28003 -3.20528 0.1 0.0 0.0
H 0.11777 -0.50484 -5.28312 0.0 0.0 0.1
H -0.63271 -0.63014 -3.67219 0.2 0.0 -0.1
H 0.98358 -1.29791 -3.94223 -0.1 0.0 0.0
H 2.19788 1.57147 -5.89635 0.0 0.0 0.1
H 3.27320 0.73114 -4.74987 -0.1 0.1 -0.1
H 2.98935 2.46963 -4.57589 0.0 -0.1 -0.1
C -3.61166 0.62069 -0.68691 0.0 0.0 0.0
C -3.98769 -0.19209 0.53712 0.1 -0.1 -0.1
C -5.10165 -1.18958 0.25549 0.1 0.0 0.0
O -2.85561 -0.84470 1.17715 -0.2 0.0 0.1
P -1.68137 -1.75601 0.59483 0.0 -0.1 -0.3
S -0.77952 -2.59050 2.12102 0.0 0.0 0.0
S -0.53692 -0.74271 -0.73189 -0.1 -0.1 0.1
O -2.55408 -2.80389 -0.26596 0.0 -0.1 -0.1
C -2.13009 -3.79438 -1.23701 0.1 0.2 0.0
C -2.24152 -3.20550 -2.63447 0.0 0.0 0.0
C -0.75658 -4.39585 -0.97538 -0.1 0.2 0.1
H -4.49128 1.18476 -1.00956 0.0 0.0 0.0
H -3.29154 -0.03119 -1.50130 0.0 0.0 0.0
H -2.80834 1.32599 -0.47473 0.0 0.0 0.0
H -4.32503 0.48792 1.31921 0.0 0.1 0.1
H -4.86478 -1.80180 -0.61538 0.0 0.0 0.0
H -6.03018 -0.64287 0.06540 0.1 0.0 0.0
H -5.24781 -1.85140 1.11190 0.0 0.1 0.0
H -2.87654 -4.57983 -1.12633 -0.1 -0.1 0.0
H -1.50508 -2.41104 -2.76746 -0.1 -0.1 0.0
H -3.23888 -2.79167 -2.79973 0.0 0.0 0.0
H -2.05764 -3.98791 -3.37736 0.0 0.1 0.0
H 0.02099 -3.63757 -1.08510 0.0 0.0 0.0
H -0.57964 -5.18878 -1.70643 0.0 0.0 0.0
H -0.69391 -4.81180 0.02870 0.0 0.0 0.0
```
Positions in Å, forces in eV/Å.

## Properties
- Net charge: -1
- E_HOMO (alpha / beta): -5.1 / -5.1 eV
- Expectation value of S²: 0.76
- Energy: -171332.143 eV
- Relative energy (zero: lowest compared OMol25 entry of this formula, charge and spin): 79.96 kJ/mol
- Frontier orbital gap (alpha / beta): 7.40 / 7.70 eV
- 2S+1: 2